Entry 1:
ORCA calculation (ωB97M-V/def2-TZVPD) on one molecule with the formula C2H6N4O.

Geometry as ORCA input:
```
! wB97M-V def2-TZVPD RIJCOSX def2/J DEFGRID3
* xyz 0 1
N 1.858 -0.805 0.677
H -0.410 -1.644 -0.953
H 2.745 -1.478 0.562
N 1.585 -0.155 -0.338
N -0.003 1.587 0.578
O -0.734 -1.230 1.004
H 0.321 -1.334 1.342
C -0.719 -0.759 -0.261
H -1.744 -0.421 -0.493
N -0.509 2.617 0.060
C 0.315 0.606 -0.380
H 0.372 0.997 -1.352
H -0.778 3.240 0.807
*
```

As for the energy above the lowest of the compared OMol25 structures with the same formula, charge and spin: 125.7 kcal/mol. Its SMILES is [H]/N=N/C(CO)/N=N/[H]. The orbital gap comes out at 9.46 eV.

=====

Entry 2:
ORCA calculation (ωB97M-V/def2-TZVPD) on a 2-piece molecular cluster, C2H6N4O2 overall.

Geometry as ORCA input:
```
! wB97M-V def2-TZVPD RIJCOSX def2/J DEFGRID3
* xyz 0 1
H 0.808 -1.241 0.666
N -0.048 0.996 -1.427
N 0.444 0.488 -0.376
C -2.296 -0.812 1.858
N -2.496 -1.855 1.314
H 0.044 2.730 -0.447
H -3.144 -2.477 1.784
H -1.208 0.663 2.557
H 0.631 -1.402 -1.197
C 0.977 -0.816 -0.391
O -0.194 0.635 -2.542
H 2.178 -0.698 -0.546
O -0.335 2.369 -1.253
N -2.031 0.345 2.006
*
```

As for the energy above the lowest of the compared OMol25 structures with the same formula, charge and spin: 118.7 kcal/mol. Its SMILES is C/N=[N+](\[O-])O.N=C=N. The orbital gap comes out at 10.50 eV.

=====

Entry 3:
ORCA calculation (ωB97M-V/def2-TZVPD) on one molecule with the formula C2H6N4O2.

Geometry as ORCA input:
```
! wB97M-V def2-TZVPD RIJCOSX def2/J DEFGRID3
* xyz 0 1
H 3.242 -0.710 -1.275
H -3.003 1.351 0.778
H -0.433 -1.789 0.556
N 0.493 -2.267 0.089
H 2.972 -2.408 -0.741
O -0.013 1.701 1.324
N 2.418 -1.501 -0.877
C -1.009 1.429 0.654
H -2.222 2.955 1.065
N -0.761 0.153 -0.060
N -2.176 2.200 0.422
C 1.189 -1.319 -0.442
H -1.278 0.049 -0.980
O 0.580 0.158 -0.514
*
```

As for the energy above the lowest of the compared OMol25 structures with the same formula, charge and spin: 95.2 kcal/mol. Its SMILES is [H]/N=C(/N)ONC(N)=O. The orbital gap comes out at 9.52 eV.

=====

Entry 4:
ORCA calculation (ωB97M-V/def2-TZVPD) on one molecule with the formula C2H6N4O2.

Geometry as ORCA input:
```
! wB97M-V def2-TZVPD RIJCOSX def2/J DEFGRID3
* xyz 0 1
C 0.294 -0.436 1.122
H -0.768 2.518 -1.154
O 0.354 0.750 0.910
H 0.103 -0.353 3.065
H -0.070 -2.032 2.353
H 1.409 0.114 -1.373
C -0.734 -0.437 -1.561
O 0.765 -1.310 0.111
N -0.268 1.720 -1.169
H 0.514 1.683 -0.389
N 0.638 -0.721 -1.145
H -1.259 -1.247 -1.605
N 0.235 -1.016 2.200
N -1.213 0.767 -1.366
*
```

As for the energy above the lowest of the compared OMol25 structures with the same formula, charge and spin: 113.1 kcal/mol. Its SMILES is N/N=C\NOC(N)=O. The orbital gap comes out at 8.57 eV.

=====

Entry 5:
ORCA calculation (ωB97M-V/def2-TZVPD) on one molecule with the formula C2H6N4O2.

Geometry as ORCA input:
```
! wB97M-V def2-TZVPD RIJCOSX def2/J DEFGRID3
* xyz 0 1
H 0.432 -0.372 2.579
H 2.221 -0.245 1.120
O -0.913 0.192 -1.784
N -0.441 0.845 -0.642
O -1.179 -1.738 0.207
H -0.314 -1.709 -0.178
N -1.263 0.717 0.401
N 0.326 -0.757 1.629
H -0.823 -0.744 -1.582
H -2.197 0.626 0.076
H 1.522 0.878 -1.184
C 0.867 0.596 -0.358
C 1.195 -0.061 0.746
N -0.993 -0.780 1.178
*
```

As for the energy above the lowest of the compared OMol25 structures with the same formula, charge and spin: 158.5 kcal/mol. Its SMILES is On1cc[nH]n(O)[nH]1. The orbital gap comes out at 9.25 eV.

=====

Entry 6:
ORCA calculation (ωB97M-V/def2-TZVPD) on one molecule with the formula C2H6N4O2.

Geometry as ORCA input:
```
! wB97M-V def2-TZVPD RIJCOSX def2/J DEFGRID3
* xyz 0 1
H -1.916 0.840 -0.302
H 2.171 1.496 2.518
H -1.283 -1.835 -1.435
O -2.918 -0.799 -1.145
O 0.517 0.612 0.113
H -3.557 -0.360 -1.747
N 2.371 -0.510 0.948
H 2.112 -1.105 0.053
N 1.459 1.598 1.727
H 0.451 1.731 1.948
C 1.513 0.516 0.872
N 0.422 -0.723 -0.530
C -0.748 -0.820 -0.979
N -1.873 0.000 -1.023
*
```

As for the energy above the lowest of the compared OMol25 structures with the same formula, charge and spin: 121.1 kcal/mol. Its SMILES is [H]/N=C(/N)O/N=C\NO. The orbital gap comes out at 9.11 eV.

=====

Entry 7:
ORCA calculation (ωB97M-V/def2-TZVPD) on one molecule with the formula C2H6N4O2S.

Geometry as ORCA input:
```
! wB97M-V def2-TZVPD RIJCOSX def2/J DEFGRID3
* xyz 0 3
H 1.530 1.953 -1.350
H 1.225 1.211 0.847
H -2.895 -0.073 1.736
S -0.958 -0.945 0.917
C 1.298 0.405 0.114
N -0.191 -0.215 -1.581
C 1.694 0.904 -1.244
O -0.284 -0.541 2.075
N -2.444 -0.070 0.759
H 1.810 -0.360 0.598
N 0.023 -0.222 -0.226
H -3.086 -0.812 0.351
N 0.724 0.377 -2.142
H 2.706 0.699 -1.442
O -1.150 -2.312 0.589
*
```

As for the energy above the lowest of the compared OMol25 structures with the same formula, charge and spin: 0.0 kcal/mol. The orbital gap (alpha / beta) comes out at 6.53 / 6.83 eV.

=====

Entry 8:
ORCA calculation (ωB97M-V/def2-TZVPD) on a 2-piece molecular cluster, C2H6N4O3 overall.

Geometry as ORCA input:
```
! wB97M-V def2-TZVPD RIJCOSX def2/J DEFGRID3
* xyz 0 1
H 1.618 0.469 1.528
O 2.294 -1.470 -1.214
H -1.333 1.293 -1.353
N -2.929 0.748 -0.428
C 1.256 -1.165 -0.685
N 0.543 0.048 -1.049
H 0.663 -2.923 0.176
O -2.164 0.307 0.472
C 0.863 1.106 1.084
H 0.029 0.724 1.570
N 0.413 1.007 -0.338
N 0.549 -1.861 0.227
H 1.037 2.162 1.260
H -0.470 -1.591 0.229
O -2.367 1.145 -1.478
*
```

As for the energy above the lowest of the compared OMol25 structures with the same formula, charge and spin: 106.2 kcal/mol. Its SMILES is C/N=N\C(N)=O.O=NO. The orbital gap comes out at 9.48 eV.

=====

Entry 9:
ORCA calculation (ωB97M-V/def2-TZVPD) on one molecule with the formula C2H6N4OS.

Geometry as ORCA input:
```
! wB97M-V def2-TZVPD RIJCOSX def2/J DEFGRID3
* xyz 0 1
N 1.625 -0.794 0.731
N 0.384 1.081 1.757
N -0.141 -0.789 -3.115
N -0.562 -1.207 -0.843
H 0.279 -1.807 -0.699
S -1.264 1.138 2.554
O -0.647 -0.317 0.309
H -1.044 0.586 -1.735
C -0.573 -0.398 -1.986
H -1.666 2.321 1.985
H 2.318 -0.580 1.442
H 1.101 1.006 2.525
C 0.498 -0.102 0.987
H -0.308 -0.140 -3.912
*
```

As for the energy above the lowest of the compared OMol25 structures with the same formula, charge and spin: 91.3 kcal/mol. Its SMILES is [H]/N=C/NO/C(=N/[H])NS. The orbital gap comes out at 9.99 eV.

=====

Entry 10:
ORCA calculation (ωB97M-V/def2-TZVPD) on one molecule with the formula C2H6N4S.

Geometry as ORCA input:
```
! wB97M-V def2-TZVPD RIJCOSX def2/J DEFGRID3
* xyz 0 1
H -2.252 0.406 -0.048
C 0.750 0.936 -1.180
H 1.180 0.896 -2.124
N -1.346 1.927 -1.016
N -0.401 -0.185 -0.552
H 0.795 -1.124 0.812
N -0.105 2.095 -1.312
H -0.080 0.433 1.489
H -0.897 -1.043 1.075
C -0.103 -0.472 0.789
H 1.482 1.005 -0.403
N -1.539 0.579 -0.741
S 0.656 3.449 -1.797
*
```

As for the energy above the lowest of the compared OMol25 structures with the same formula, charge and spin: 116.7 kcal/mol. Its SMILES is CN1C[N+]([S-])=NN1. The orbital gap (alpha / beta) comes out at 7.82 / 7.82 eV.